Entry 1:
This record from the OMol25 dataset describes a cluster of 2 separate species, C4H7NO2 in total at a distorted geometry. The level of theory is ωB97M-V with the def2-TZVPD basis set.

```
14
Properties=species:S:1:pos:R:3:forces:R:3:nbo_charge:R:1
O 0.4951 0.8550 -0.6981 -1.5 0.7 0.8 -0.507
O 1.4592 -1.0934 -0.8771 1.8 0.9 -0.1 -0.691
N 1.1193 -0.5653 2.4823 1.0 -0.3 0.5 -0.742
C 0.2648 -0.4625 -0.7920 -0.2 -1.9 -0.7 0.638
C -0.7119 1.5757 -0.5114 -2.4 1.0 1.5 -0.291
C -0.8954 -1.1894 -0.8653 0.8 1.6 0.6 -0.674
C 0.2249 -0.1604 1.8662 -0.4 0.2 0.4 0.288
H -0.9182 -2.1956 -1.2217 0.5 -0.5 0.2 0.224
H -1.2142 1.5266 0.5156 1.4 -0.6 -0.9 0.200
H -1.7851 -0.8647 -0.3386 0.0 0.4 -0.6 0.218
H -1.5289 1.2069 -1.1336 0.4 -0.1 -0.6 0.197
H -0.6731 2.6626 -0.6355 1.1 -0.3 -0.5 0.200
H 2.2256 -0.4315 -0.7791 -2.0 -1.2 -0.4 0.491
H 1.9379 -0.8640 2.9882 -0.5 0.1 -0.3 0.449
```
Positions in Å, forces in eV/Å.

Output
LUMO	0.818	eV
energy relative to the best compared isomer or geometry (same formula, charge and spin)	91.05	kcal per mole
Kohn-Sham gap	8.8	eV
multiplicity	1

Entry 2:
This record from the OMol25 dataset describes a cluster of 2 separate species, C4H7NO2 in total. The level of theory is ωB97M-V with the def2-TZVPD basis set.

```
14
Properties=species:S:1:pos:R:3:forces:R:3:nbo_charge:R:1
O -1.9414 0.9171 0.7010 0.1 0.4 0.4 -0.669
O -0.3974 -1.2443 0.4060 -0.6 -0.7 -0.1 -0.598
N 1.5873 0.7228 0.0557 -0.6 0.1 0.3 -0.404
C 0.3804 0.8899 0.0252 0.7 0.6 -0.1 0.393
C 2.3435 -0.3714 -0.5278 0.1 -0.1 0.0 -0.433
C -1.5918 -1.1331 0.2084 0.2 -0.8 0.0 0.298
C -0.8282 1.4485 0.0433 0.1 0.0 -0.4 -0.160
H -2.3201 -1.4381 0.9734 -0.1 0.0 0.0 0.116
H -1.8001 0.8713 1.6554 0.2 0.2 -0.1 0.491
H 2.7183 -0.0877 -1.5166 -0.1 0.0 0.1 0.207
H 3.2079 -0.5418 0.1188 -0.1 0.0 -0.2 0.206
H 1.7543 -1.2905 -0.6071 0.0 0.2 0.0 0.219
H -1.0991 2.1163 -0.7600 0.0 0.1 0.0 0.209
H -2.0134 -0.8592 -0.7758 0.1 -0.1 0.1 0.123
```
Positions in Å, forces in eV/Å.

Output
LUMO	0.740	eV
energy relative to the best compared isomer or geometry (same formula, charge and spin)	97.64	kcal per mole
Kohn-Sham gap	8.9	eV
multiplicity	1
structure (SMILES)	CN=C=CO.C=O

Entry 3:
This record from the OMol25 dataset describes the molecule C4H7NO2. The level of theory is ωB97M-V with the def2-TZVPD basis set.

```
14
Properties=species:S:1:pos:R:3:forces:R:3:nbo_charge:R:1
O 0.4377 -1.2192 -1.0620 0.0 0.0 0.1 -0.497
O 0.2018 -0.3743 1.8140 -0.2 -0.1 0.0 -0.712
N -1.5578 -0.0592 -0.5452 0.2 -0.3 -0.2 -0.508
C 1.2639 -0.2748 -0.3618 0.1 0.1 0.1 -0.095
C 0.4884 0.4704 0.7159 0.1 0.2 -0.2 0.045
C -0.8943 -1.0177 -1.0415 -0.2 0.1 0.0 0.399
C -0.7916 1.0112 0.0890 0.1 0.1 0.1 -0.281
H -0.6452 -0.8077 1.6389 0.1 0.0 0.1 0.473
H 2.0750 -0.8546 0.0840 -0.1 0.1 -0.1 0.207
H -0.5600 1.7796 -0.6592 0.0 -0.1 0.1 0.205
H 1.1171 1.2830 1.0995 -0.1 -0.1 -0.1 0.191
H 1.6822 0.4280 -1.0929 -0.1 -0.1 0.1 0.183
H -1.4159 1.4811 0.8555 0.1 -0.1 -0.1 0.213
H -1.4015 -1.8458 -1.5343 0.0 0.1 0.1 0.176
```
Positions in Å, forces in eV/Å.

Output
LUMO	0.817	eV
energy relative to the best compared isomer or geometry (same formula, charge and spin)	32.68	kcal per mole
Kohn-Sham gap	10.7	eV
multiplicity	1
structure (SMILES)	O[C@@H]1CN=COC1

Entry 4:
This record from the OMol25 dataset describes the molecule C4H7NO2. The level of theory is ωB97M-V with the def2-TZVPD basis set.

```
14
Properties=species:S:1:pos:R:3:forces:R:3:nbo_charge:R:1
O -1.8655 -1.4915 -1.5228 0.0 0.0 0.4 -0.546
O -0.3421 1.1829 0.2347 0.2 -0.1 -0.1 -0.487
N 1.4848 0.7402 1.6037 -0.2 0.1 0.1 -0.813
C 0.6971 0.3571 0.5491 0.2 -0.2 -0.2 0.513
C -1.5479 -0.7647 -0.6137 -0.4 0.1 -0.3 0.416
C 0.9676 -0.7608 -0.1605 0.5 0.1 -0.1 -0.679
C -1.0839 0.6550 -0.8749 0.0 0.1 -0.1 -0.179
H -0.5017 0.6827 -1.8046 -0.1 0.1 0.2 0.197
H 1.1767 1.2765 2.3966 -0.4 -0.1 -0.2 0.397
H -1.9959 1.2425 -1.0384 0.3 0.2 0.4 0.222
H 1.6476 -1.4862 0.2565 0.2 0.1 0.0 0.212
H -1.7374 -0.9946 0.4544 0.0 -0.1 -0.1 0.123
H 2.3067 0.1703 1.7413 -0.3 0.2 0.0 0.398
H 0.7938 -0.8093 -1.2214 -0.3 -0.3 0.1 0.225
```
Positions in Å, forces in eV/Å.

Output
LUMO	0.858	eV
energy relative to the best compared isomer or geometry (same formula, charge and spin)	52.89	kcal per mole
Kohn-Sham gap	9.2	eV
multiplicity	1
structure (SMILES)	C=C(N)OCC=O